Formula: C26H22Cl2HfN3O
Source: OMol25
Level of theory: ωB97M-V/def2-TZVPD

net charge	+1
largest force on an atom	0.5	eV Å⁻¹
gap between HOMO and LUMO	7.86	eV

```
55
C26H22Cl2HfN3O (ωB97M-V/def2-TZVPD)
Hf -0.1727 0.0139 -0.1215
Cl -3.0679 -4.8034 -3.2237
Cl 1.4961 0.6803 2.0874
O -2.4230 1.1576 3.2646
N -0.7335 -2.1807 0.2943
N -0.6354 2.2086 0.4339
N -1.6176 -0.0318 1.4652
C -0.2970 -3.2110 -0.4537
C 2.2871 -1.6620 3.2395
C -1.3823 4.7307 1.2361
C 2.7516 -2.8614 0.7642
C -0.6300 -4.5159 -0.1817
C 2.7182 -2.9773 3.1765
C -1.9027 1.1024 2.1695
C -0.7766 0.6572 -2.1773
C -0.5378 4.5628 0.1489
C -1.2523 -2.8391 -3.6054
C -1.3811 -0.6600 -2.5465
C -3.1335 -2.3095 -2.1913
C 1.9404 -0.7552 -0.4343
C -2.4453 -3.2032 -2.9928
C -1.9203 -1.2508 2.1924
C -2.6001 -1.0462 -1.9774
C -0.7234 -1.5830 -3.3702
C 2.9491 -3.5684 1.9387
C -1.4236 -4.7778 0.9275
C 2.3056 -1.5360 0.7795
C -1.8458 -3.7277 1.7179
C -1.4967 -2.4311 1.3706
C -0.1868 3.2808 -0.2289
C -1.8536 3.6182 1.9165
C -1.4590 2.3715 1.4804
C 2.0944 -1.0009 2.0420
H -2.4520 -3.8939 2.5983
H 0.0403 0.9477 -2.8420
H 2.9554 -3.3289 -0.1918
H 0.2081 -1.2993 -3.8469
H -1.3932 -1.2780 3.1536
H 2.5581 0.1516 -0.5111
H 0.4606 3.0937 -1.0763
H -4.0735 -2.6002 -1.7424
H -0.7469 -3.5415 -4.2548
H -1.6716 5.7249 1.5501
H -0.2780 -5.3071 -0.8279
H 0.3357 -2.9566 -1.2911
H 2.1070 -1.3225 -1.3535
H -1.5258 1.4518 -2.1804
H 2.8776 -3.5360 4.0885
H -0.1534 5.4067 -0.4056
H -2.9840 -1.3195 2.4338
H -2.5083 3.6839 2.7739
H 3.2997 -4.5912 1.8924
H 2.1037 -1.1633 4.1810
H -1.7046 -5.7927 1.1763
H -3.1543 -0.3484 -1.3568
```



Formula: C41H44B2F4N7O7S2SnTe
Source: OMol25
Level of theory: ωB97M-V/def2-TZVPD

multiplicity	2
net charge	0
largest force on an atom	1.0	eV Å⁻¹
<S²>	0.755
gap between HOMO and LUMO (alpha / beta)	7.34 / 7.25	eV

```
109
C41H44B2F4N7O7S2SnTe (ωB97M-V/def2-TZVPD)
Te 1.9902 0.3755 -3.3167
Sn -0.1830 0.0802 0.7979
S 0.1518 3.7334 4.7287
S 2.1746 3.5802 2.5522
F -2.0912 -2.8629 4.0607
F -3.0812 2.9479 -1.3347
F -0.1658 -4.1137 3.9312
F -1.1030 1.9636 -0.6770
O -0.0237 -1.8566 3.4632
O -4.4994 -2.0351 2.8986
O -2.9918 0.6359 -1.2737
O -2.8838 0.0272 2.0178
O 2.0052 1.2164 0.6304
O -2.9736 2.0040 0.7790
O -1.1298 -3.4294 1.9556
N 1.5217 0.4169 -1.4054
N -2.2232 1.2796 1.6258
N -0.4581 -0.6801 3.0486
N -2.0842 -2.6611 1.3764
N -0.9784 1.5744 3.6794
N 0.1259 1.8790 2.8408
N -2.2720 -0.4177 -0.7765
C -4.3623 -1.7285 -0.5731
C -0.5848 1.0289 -4.9784
C -4.6662 -1.2263 3.9569
C -2.7509 0.3371 3.4043
C 4.4411 -1.4329 -2.2774
C -4.2080 0.6788 5.3742
C -5.7437 -1.5303 4.7940
C 5.7923 -0.9850 -4.7067
C -1.1161 -0.2305 5.4092
C 0.7491 2.9072 3.2845
C 0.7974 -2.4347 -4.1028
C 5.2177 3.9297 -2.0393
C 3.8223 -1.7274 -0.9364
C -2.2856 1.7598 3.0540
C -0.8548 -3.0340 -0.7322
C -3.8871 -0.0924 4.2561
C -5.2714 0.3579 6.1926
C -1.0092 -1.2678 -5.8693
C 0.0785 -3.2057 -5.0080
C 3.9030 4.1174 -2.4408
C 6.3849 -1.7427 -3.7079
C -2.9817 3.0684 3.2786
C 2.9102 3.2676 -1.9772
C 3.8435 -0.6934 -3.3023
C 3.2366 2.2271 -1.1075
C 4.5326 -0.4597 -4.4951
C 0.6282 -1.0485 -4.1233
C -6.0443 -0.7566 5.8940
C 5.5402 2.9099 -1.1551
C 1.7026 -3.1096 -3.1114
C 5.7150 -1.9532 -2.5170
C -1.2272 0.1040 3.9349
C -1.9610 -2.4849 0.1236
C 2.1925 1.2650 -0.6095
C -0.3110 -0.4567 -4.9890
C 1.2571 5.1705 4.5520
C -0.7931 -2.6408 -5.9275
C 4.5494 2.0664 -0.6771
C -1.4579 -3.4747 -6.9837
C 2.5570 4.6782 3.9672
C -2.8985 -1.4798 -0.4700
B -0.9093 -3.1079 3.3747
B -2.5624 1.8828 -0.6576
H 1.8698 3.4380 -2.2323
H -3.5859 -2.0604 2.5418
H -5.5007 0.9759 7.0500
H -6.8797 -1.0234 6.5279
H 1.8323 -2.4809 -2.2344
H 5.9934 4.5891 -2.4056
H -0.5302 -2.2646 -1.4338
H -1.5993 1.2241 -5.3205
H 3.7866 -2.8052 -0.7710
H -1.5201 -4.5194 -6.6844
H 0.0974 1.5561 -5.6504
H -1.7262 -0.8169 -6.5458
H -1.2067 -3.8998 -1.2976
H -4.8742 -0.8114 -0.8541
H -4.0302 2.9840 2.9996
H -2.8921 3.3618 4.3216
H -0.0321 -3.3515 -0.0913
H 0.2267 -4.2797 -5.0028
H 6.1750 -2.5407 -1.7314
H 1.3918 5.5999 5.5440
H 1.2722 -4.0614 -2.8018
H -2.4601 -3.1084 -7.2013
H -0.8766 -3.4214 -7.9065
H -6.3214 -2.4128 4.5534
H -2.5181 3.8302 2.6514
H -1.7133 -1.1132 5.6261
H 2.6825 -3.3161 -3.5473
H -0.4883 1.4427 -3.9730
H 4.4410 -1.2984 -0.1456
H 3.6467 4.9355 -3.1010
H -3.6042 1.5508 5.5915
H 3.1791 5.4912 3.5954
H 6.5623 2.7791 -0.8252
H 2.8237 -1.3210 -0.8310
H 4.0615 0.1386 -5.2684
H -0.0746 -0.4454 5.6485
H -1.4607 0.6099 6.0052
H 7.3714 -2.1621 -3.8544
H 0.7662 5.8951 3.9034
H -4.5628 -2.5008 -1.3184
H -4.7213 -2.0790 0.3947
H 6.3122 -0.7992 -5.6365
H 4.7751 1.2861 0.0386
H 3.1200 4.0951 4.6951
```



Formula: C39H102ClN12O15Pt
Source: OMol25
Level of theory: ωB97M-V/def2-TZVPD

multiplicity	3
net charge	+1
largest force on an atom	4.4	eV Å⁻¹
<S²>	2.004
gap between HOMO and LUMO (alpha / beta)	7.82 / 6.64	eV

```
170
C39H102ClN12O15Pt (ωB97M-V/def2-TZVPD)
Pt 13.5266 15.3512 12.7128
Cl 14.5291 13.7968 14.3048
O 18.7661 12.9185 18.7903
O 15.4392 8.8715 22.5349
O 11.2531 14.5211 13.1323
O 25.3602 11.2375 16.2719
O 15.2906 10.2235 16.0542
O 17.3114 10.7663 9.6897
O 20.0551 13.2548 15.3533
O 11.5957 18.7989 13.3838
O 14.9834 17.2295 16.8647
O 10.6734 10.6445 17.7668
O 11.4635 18.7250 9.8024
O 13.6713 13.9647 10.7182
O 20.9348 9.8121 12.9488
O 15.8778 16.4943 12.0296
O 13.2960 15.4307 19.4301
N 16.4431 10.6278 14.1161
N 18.3286 9.2747 12.1031
N 12.3463 13.1499 18.3418
N 14.3298 12.4384 9.0909
N 22.3687 13.1741 16.5603
N 13.0153 16.8690 11.2479
N 16.6857 8.5174 15.3408
N 11.8937 12.2418 13.4996
N 16.5781 10.8643 19.6457
N 15.3056 12.4390 11.2272
N 9.7222 12.8993 13.2853
N 13.1789 16.6212 14.6489
C 17.6885 12.9991 19.7869
C 16.0778 9.7974 15.2086
C 11.8599 10.7573 18.5017
C 24.6023 12.3217 15.7594
C 14.1850 17.7612 14.6728
C 9.6586 9.8898 18.3857
C 15.3351 17.5072 11.2394
C 20.6343 14.5024 15.5762
C 11.0082 13.3223 13.2586
C 14.4524 18.2293 16.0537
C 12.7087 11.8203 17.8993
C 18.9358 10.6215 12.0350
C 16.5015 12.2883 19.2071
C 11.0127 17.6363 13.9958
C 11.8089 16.4932 10.4138
C 22.1716 14.2471 15.5562
C 16.3662 16.8352 16.6046
C 26.3813 10.7820 15.4067
C 11.5417 17.4300 9.2785
C 15.1930 7.5222 22.8153
C 23.7389 12.8307 16.9148
C 18.5964 13.2249 15.5147
C 21.9752 9.9054 13.9180
C 19.9485 10.7935 13.1450
C 11.2531 20.0127 13.9328
C 17.7989 9.4455 9.6390
C 12.8724 14.2011 17.4813
C 12.5796 15.4629 18.2090
C 18.0269 11.7456 8.9943
C 16.7809 15.6412 11.3418
C 17.5237 8.8246 10.9461
C 15.8756 10.5449 20.9314
C 19.9937 13.2748 19.3721
C 16.0026 9.0602 21.2070
C 14.3840 12.9528 10.3831
C 14.1805 17.1123 10.3988
C 11.8487 17.0873 15.1384
C 13.0045 16.5960 20.1957
C 11.5035 19.6857 8.7722
H 20.6799 13.1823 18.5326
H 19.1309 8.6590 12.2095
H 10.1375 20.1118 13.9314
H 14.5968 7.0663 22.0502
H 20.3288 15.0045 16.5475
H 23.9682 12.1358 14.8831
H 13.8648 11.6469 18.0612
H 12.6075 11.9927 16.7655
H 15.5744 12.6630 19.5258
H 8.8427 9.8181 17.7236
H 24.1326 13.7160 17.4102
H 14.0416 17.9968 9.7218
H 16.1110 6.9570 22.9915
H 12.3931 19.4922 8.1822
H 18.8563 9.5310 9.4350
H 11.5036 15.4885 18.5096
H 16.4537 15.8845 16.0898
H 17.0645 8.7496 21.0927
H 26.0625 10.3509 14.4643
H 25.3101 13.1219 15.4539
H 17.7730 11.8510 7.9582
H 16.1602 17.7765 10.5673
H 19.9979 14.2893 19.7223
H 11.5061 20.7105 9.2288
H 10.6076 17.0895 8.7341
H 19.4457 10.7558 11.0633
H 12.8453 12.3769 13.3952
H 22.7050 15.1491 15.9789
H 16.4689 9.0245 11.1794
H 15.3593 12.7952 12.2026
H 16.2779 14.7537 11.0746
H 12.9133 16.2755 17.5555
H 14.8087 10.8530 20.9124
H 20.2225 15.1227 14.7554
H 18.3100 13.4408 16.5714
H 11.6659 20.7744 13.3103
H 13.8087 16.6575 20.8770
H 14.3305 16.1889 9.8208
H 22.7707 9.2013 13.6196
H 17.3572 10.6478 13.6347
H 16.5157 12.3612 18.1368
H 12.0063 15.4432 10.0623
H 18.1078 11.3802 12.1216
H 9.9848 8.8589 18.5420
H 11.9372 17.8979 15.8027
H 16.5571 7.9511 14.5063
H 17.9313 12.7745 9.3436
H 20.3197 12.6033 20.1752
H 21.6087 9.5728 14.8729
H 14.6142 7.4246 23.7642
H 13.0992 17.5289 19.6119
H 17.5685 15.3648 12.1108
H 11.2255 16.2802 15.5881
H 20.4561 11.7756 13.1480
H 15.0688 11.9121 8.7169
H 19.0996 11.6237 9.0734
H 11.6699 11.1609 19.5298
H 11.4584 11.3876 13.7678
H 22.4660 14.0770 14.5354
H 10.0102 17.9230 14.3788
H 17.6048 7.7344 10.9239
H 13.5116 18.5713 16.4554
H 16.8555 17.6219 16.0315
H 9.2513 10.2448 19.3231
H 26.9817 10.0218 15.9372
H 18.0743 13.9043 14.8037
H 12.3261 14.1899 16.5248
H 8.9550 13.5473 13.4007
H 16.1035 10.3011 18.9492
H 15.0805 17.2759 14.2230
H 19.5551 10.6432 14.1693
H 9.5265 11.9643 13.6647
H 17.3866 16.0617 10.5298
H 13.7794 12.8140 8.3724
H 15.7788 11.3973 13.9670
H 18.0581 12.4754 20.6517
H 23.6025 12.0153 17.6948
H 13.9652 18.5485 13.9532
H 12.0548 16.3811 20.6498
H 21.8450 12.3617 16.2812
H 27.0744 11.5864 15.1505
H 16.7930 16.8112 17.5929
H 11.0198 16.5952 11.1543
H 18.3564 12.1964 15.2611
H 10.6755 19.6875 8.0596
H 15.1326 19.0913 16.0230
H 15.6758 11.5038 10.9837
H 17.5285 14.0368 20.1638
H 12.3455 17.3359 8.5142
H 17.3378 8.9984 8.7662
H 22.3868 10.8994 13.9986
H 12.4920 13.4298 19.3252
H 12.3707 9.7534 18.5744
H 11.5389 20.0921 15.0153
H 15.0474 18.3046 11.9283
H 13.5276 15.8846 15.2973
H 16.4917 8.0104 16.1977
H 12.7044 17.7803 11.6972
H 13.9374 14.0881 17.1762
H 16.3760 11.1035 21.7626
H 15.4337 8.6085 20.3586
H 10.8980 16.8664 13.2277
```



Formula: C3H4N4S
Source: OMol25
Level of theory: ωB97M-V/def2-TZVPD

net charge	0
largest force on an atom	4.5	eV Å⁻¹
structure (SMILES)	[H]/N=C1C=N/C(=N\[H])N/1S
gap between HOMO and LUMO	8.27	eV

```
12
C3H4N4S (ωB97M-V/def2-TZVPD)
S -2.2886 -0.2781 -0.1563
N -0.4628 2.3128 0.1290
N -0.5690 -0.1057 0.1093
N 0.1621 -2.4009 0.1293
N 1.5089 0.7944 -0.1457
C 1.6220 -0.4576 -0.2406
C 0.1349 1.1304 0.0584
C 0.3213 -1.1488 0.0528
H -0.8313 -2.6672 0.3812
H 2.4603 -1.1567 -0.3328
H -2.3812 1.0303 -0.1298
H 0.3233 2.9472 0.1453
```



Formula: C9H40BNaO9
Source: OMol25
Level of theory: ωB97M-V/def2-TZVPD

net charge	0
largest force on an atom	4.4	eV Å⁻¹
gap between HOMO and LUMO	9.17	eV

```
60
C9H40BNaO9 (ωB97M-V/def2-TZVPD)
Na -0.5626 0.7221 1.7449
O -0.7480 2.5581 -2.6973
O 2.8433 -2.3071 -0.1133
O 0.5409 -2.4774 -1.7372
O -1.0084 -2.0533 1.5531
O 1.6465 -0.6702 2.4093
O 4.0414 1.7950 -1.4371
O 1.3643 2.5004 1.2233
O -3.2542 -0.3066 -2.0144
O -2.8808 1.8420 1.8864
C -4.3347 -1.0718 -1.5078
C 4.1772 -1.7752 -0.3465
C -0.5692 -2.9357 -2.4976
C 1.0834 3.1951 2.3987
C -3.7138 0.7981 1.3186
C 2.4174 -0.5524 3.5972
C -0.5871 3.5913 -1.8175
C 2.8061 1.3219 -1.9808
C -1.6253 -3.2505 1.5388
B -0.4766 0.0097 -0.6889
H 2.3265 -1.9888 -0.8571
H -4.6747 0.9440 1.8120
H -3.3872 2.6552 1.9495
H -1.1755 -3.5349 -1.8182
H 2.9363 0.8404 -2.9499
H -0.5615 -1.8692 0.7237
H -1.3404 -0.5266 -0.3277
H 3.3685 -0.0363 3.4666
H 2.0785 2.1227 -2.1133
H -0.7201 1.8287 -2.0737
H 2.4902 -1.5261 4.0816
H 0.3960 -0.3371 -0.1572
H 1.2772 2.4877 3.2050
H 2.2197 -0.8409 1.6584
H -0.3400 -0.3208 -1.7069
H -2.3671 -3.2912 2.3364
H -1.0528 -2.0007 -2.7803
H 2.2300 2.0925 1.2996
H -0.4939 4.5727 -2.2825
H -1.3177 3.6498 -1.0108
H 2.2312 0.6280 -1.3674
H -4.8838 -0.5163 -0.7475
H -2.5178 -0.5327 -1.4416
H 4.9235 -2.5362 -0.5747
H 1.6178 4.1381 2.5140
H -3.4020 -0.2326 1.4878
H -0.4152 -3.6320 -3.3219
H -4.0803 -2.0520 -1.1047
H 0.3567 3.6036 -1.2724
H 4.1432 -1.0692 -1.1763
H 1.9053 0.0469 4.3501
H 0.3229 -1.6488 -1.3042
H -2.0408 -3.3577 0.5368
H 4.3785 2.3766 -2.1225
H -0.5362 1.0699 -0.4974
H 0.0349 3.4765 2.4959
H 4.5727 -1.3812 0.5897
H -3.8022 0.9419 0.2417
H -0.8641 -3.9880 1.7932
H -4.9963 -1.1895 -2.3660
```



Formula: C5H6S
Source: OMol25
Level of theory: ωB97M-V/def2-TZVPD

net charge	0
largest force on an atom	2.7	eV Å⁻¹
structure (SMILES)	C=C1C=CCS1
gap between HOMO and LUMO	8.85	eV

```
12
C5H6S (ωB97M-V/def2-TZVPD)
S -0.1854 -1.6653 -0.0807
C -1.6451 -0.5923 0.0762
C -1.2062 0.7761 -0.0947
C 2.2529 -0.3265 0.0263
C 0.1220 0.9574 -0.0440
C 0.8923 -0.2593 -0.0124
H 2.7961 0.5821 0.0317
H -1.9344 1.5649 -0.0982
H -2.3982 -0.9108 -0.6693
H 0.6200 1.9397 -0.1155
H 2.7532 -1.2501 -0.0404
H -2.0671 -0.8159 1.0209
```



Formula: C19H31F9NiOP2
Source: OMol25
Level of theory: ωB97M-V/def2-TZVPD

multiplicity	3
net charge	0
largest force on an atom	2.3	eV Å⁻¹
<S²>	2.011
gap between HOMO and LUMO (alpha / beta)	6.08 / 6.68	eV

```
63
C19H31F9NiOP2 (ωB97M-V/def2-TZVPD)
Ni 0.6948 -0.5916 0.1170
P 2.1695 0.2208 -1.1945
P -0.9729 0.6162 1.0458
F 1.1401 4.4183 5.7928
F -0.0088 5.0626 2.1653
F 1.5822 2.3819 5.0646
F -1.0147 2.1928 5.9395
F -0.3495 5.9381 4.1576
F -2.0087 5.0030 3.0614
F 2.0505 4.1079 3.8019
F -2.5890 2.7603 4.5363
F -1.6837 4.2932 5.8301
O -0.2705 2.4492 3.1377
C 2.4548 1.1148 -2.7308
C -0.8943 -4.4618 -1.4208
C -1.7794 -0.3773 2.3405
C -2.0999 2.0281 0.8458
C -1.7562 -2.3179 -2.4637
C -0.3138 3.4379 3.9555
C -1.2373 -2.5069 -3.8647
C 3.3629 -1.1503 -1.3065
C 1.2578 -3.3860 -2.2611
C 0.2296 -2.0584 -4.1773
C 0.3196 -4.5505 -2.3835
C -0.6721 4.8997 3.3327
C -1.2330 0.0020 -0.7506
C 1.4652 0.7739 1.4330
C 0.0206 -0.1699 -1.6251
C 1.1417 3.6035 4.6876
C -1.4206 3.1760 5.0960
C -1.5622 -3.1235 -1.3916
C 1.2798 -2.3728 -3.1462
H 1.2089 1.8388 1.2451
H -2.1123 2.3129 -0.2143
H 0.0962 -1.2162 -1.9874
H -2.5196 -1.5034 -2.3621
H -1.7962 0.2402 3.2541
H 1.5156 1.4448 -3.2039
H -0.0259 -4.7178 -3.4170
H 0.8850 -5.4513 -2.1137
H 4.2666 -0.7923 -0.7976
H -1.2194 -1.3113 2.5259
H 2.1401 -1.6941 -3.2125
H 2.0083 -3.4681 -1.4634
H -2.7932 -0.6135 1.9807
H -3.1068 1.6685 1.1236
H 1.2635 0.5585 2.4971
H 0.5354 -2.5242 -5.1329
H 2.9995 -2.0246 -0.7530
H -1.8283 0.8044 -1.2291
H -2.1157 -2.9126 -0.4665
H 3.0480 2.0050 -2.4569
H 3.6683 -1.4416 -2.3151
H -1.7761 2.8742 1.4649
H -0.0672 0.5134 -2.4850
H 3.0501 0.5062 -3.4298
H -1.8764 -1.8736 -4.4948
H -1.4140 -3.5180 -4.2652
H -1.8947 -0.8694 -0.6714
H -1.6545 -5.2018 -1.7182
H 2.5560 0.6675 1.2495
H 0.2285 -0.9655 -4.3720
H -0.5724 -4.7488 -0.4042
```



Formula: C2H6N4S
Source: OMol25
Level of theory: ωB97M-V/def2-TZVPD

net charge	0
largest force on an atom	1.9	eV Å⁻¹
structure (SMILES)	[H]/N=C(N)/C(=N\[H])NS
gap between HOMO and LUMO	10.16	eV

```
13
C2H6N4S (ωB97M-V/def2-TZVPD)
S -1.9894 -0.4063 0.4591
N -0.9586 0.3075 -0.7914
N 1.0766 -1.4557 -0.7703
N 0.6186 1.9617 -0.2119
N 2.1101 -0.1050 0.9611
C 0.2864 0.7655 -0.3129
C 1.2725 -0.3565 0.0359
H -1.4803 1.0920 -1.1929
H 0.1842 -1.4887 -1.2787
H 2.6878 -0.8473 1.3310
H 1.4586 -2.3532 -0.5047
H -1.8454 0.5862 1.4234
H 1.5463 2.0988 0.2256
```